1.
C24H44N2O4S | the ωB97M-V functional and the def2-TZVPD basis

The total energy is -47599.8193 eV. The orbital gap comes out at 10.048 eV. Its net charge is 0. Its spin multiplicity is 1. As for the energy relative to the best compared isomer or geometry (same formula, charge and spin): 245.7 kcal per mole.

Each line ends with the Mulliken charge.
Geometry (Å):
S1 5.13 1.65 1.13  0.976
O1 -1.65 3.05 1.21  -0.409
O2 4.88 3.07 1.21  -0.734
O3 1.96 -2.92 1.13  -0.487
O4 4.08 0.69 0.88  -0.539
N1 -6.93 -3.96 0.29  -0.481
N2 -8.60 -0.85 0.47  -0.497
C1 6.03 1.14 2.58  -0.789
C2 0.56 0.87 -2.58  -0.968
C3 -3.73 -0.99 -2.45  -0.879
C4 -7.41 -0.77 0.19  -0.132
C5 -4.58 -2.18 -1.78  -1.008
C6 -3.73 2.15 2.17  -0.913
C7 2.89 -1.98 0.50  0.091
C8 -6.12 -3.09 0.08  -0.185
C9 0.87 -2.13 1.69  -0.208
C10 2.67 -1.85 -1.11  -0.639
C11 6.46 1.35 -0.04  -0.611
C12 -5.05 -1.92 -0.26  0.223
C13 -0.19 2.88 1.07  -0.309
C14 7.66 0.89 0.79  -0.698
C15 -4.65 1.60 0.95  -0.261
C16 -0.20 -0.42 -3.18  -0.698
C17 -2.42 -0.54 -1.63  0.135
C18 -1.06 -1.25 -2.11  0.049
C19 -5.28 0.17 1.36  -0.851
C20 1.51 0.56 -1.31  0.791
C21 7.11 0.21 2.05  -0.465
C22 -2.15 1.87 1.90  0.197
C23 -5.82 -0.52 -0.02  0.477
C24 2.81 -0.35 -1.67  -0.036
H1 6.47 2.03 3.04  0.367
H2 -1.59 1.74 2.91  0.345
H3 0.00 1.75 1.03  -0.021
H4 -0.41 -1.58 -1.22  -0.320
H5 -4.41 -0.09 -2.71  0.364
H6 -2.56 -0.70 -0.49  -0.324
H7 -4.00 -3.18 -1.82  0.376
H8 -2.06 0.93 1.24  -0.160
H9 1.63 -2.23 -1.42  0.232
H10 6.67 2.27 -0.58  0.433
H11 -3.97 1.41 0.04  0.066
H12 -3.85 3.29 2.22  0.312
H13 -5.46 2.36 0.65  0.345
H14 -6.19 0.27 2.07  0.348
H15 6.68 -0.76 1.79  0.231
H16 0.06 -2.77 2.19  0.329
H17 0.58 -1.14 -3.66  0.314
H18 3.75 0.12 -1.18  -0.424
H19 -0.87 -0.07 -4.04  0.342
H20 -2.34 0.62 -1.76  0.276
H21 -5.54 -2.34 -2.42  0.359
H22 6.13 0.58 -0.73  0.291
H23 0.37 3.39 1.94  0.285
H24 -0.13 1.74 -2.28  0.304
H25 0.17 3.34 0.07  0.221
H26 3.49 -2.49 -1.63  0.343
H27 -4.08 1.65 3.14  0.385
H28 -5.72 0.24 -0.87  0.403
H29 2.78 -0.90 0.92  0.075
H30 -4.16 -2.03 0.46  0.469
H31 1.94 1.59 -0.97  0.292
H32 3.00 -0.31 -2.80  0.506
H33 0.97 0.13 -0.40  -0.664
H34 7.90 0.04 2.79  0.371
H35 5.35 0.65 3.29  0.390
H36 0.35 -1.58 0.81  -0.131
H37 -1.38 -2.24 -2.64  0.358
H38 8.26 1.75 1.07  0.285
H39 -3.35 -1.40 -3.47  0.433
H40 1.26 1.26 -3.42  0.363
H41 3.96 -2.35 0.75  0.218
H42 -4.48 -0.45 1.89  0.309
H43 8.29 0.21 0.21  0.341
H44 1.24 -1.31 2.43  0.221


2.
C24H44N3O6S2 | the ωB97M-V functional and the def2-TZVPD basis

The total energy is -64025.5791 eV. The orbital gap comes out at 4.195 eV. Its net charge is -1. Its spin multiplicity is 1. As for the energy relative to the best compared isomer or geometry (same formula, charge and spin): 0.0 kcal per mole.

Each line ends with the Mulliken charge.
Geometry (Å):
S1 -1.81 2.49 -0.21  -0.195
S2 -3.28 3.47 2.20  -0.265
O1 -4.52 -1.71 -1.27  -0.451
O2 6.34 2.19 4.37  -0.561
O3 7.14 -0.42 -2.05  -0.560
O4 -4.81 -6.59 -3.14  -0.466
O5 1.29 2.18 4.81  -0.649
O6 3.65 1.73 -0.38  -0.319
N1 -4.44 2.43 0.06  0.195
N2 1.80 3.21 -0.49  -0.082
N3 -5.86 1.23 -1.14  -0.542
C1 6.37 -2.30 -3.28  -1.138
C2 -4.25 -8.88 -3.46  -1.090
C3 -6.47 2.39 -0.72  -0.630
C4 1.37 4.37 -1.19  -0.720
C5 -4.79 -7.53 -3.89  0.754
C6 -5.29 -7.42 -5.31  -1.052
C7 1.16 1.77 2.47  -0.385
C8 -5.24 -3.81 -2.14  -1.027
C9 3.16 3.03 -0.78  -0.752
C10 1.36 1.39 3.90  0.917
C11 1.69 -0.07 4.17  -1.295
C12 -5.63 3.14 0.04  -0.104
C13 -6.79 -2.24 -0.81  -1.029
C14 -0.17 4.53 -1.12  -0.813
C15 -5.42 -2.51 -1.40  0.693
C16 4.54 1.72 0.71  -0.433
C17 -3.24 2.81 0.72  0.220
C18 -0.75 3.94 0.16  0.563
C19 5.58 2.42 5.28  0.850
C20 5.81 1.84 6.66  -1.098
C21 4.35 3.28 5.12  -0.830
C22 -4.65 1.29 -0.67  -0.304
C23 6.19 -1.05 -2.44  0.854
C24 4.77 -0.65 -2.13  -0.641
H1 -5.64 -6.41 -5.50  0.264
H2 4.40 4.13 5.80  0.387
H3 3.46 2.70 5.36  0.117
H4 7.43 -2.49 -3.43  0.312
H5 -0.62 4.09 -2.01  0.273
H6 2.61 -0.34 3.64  0.281
H7 0.88 -0.70 3.81  0.395
H8 3.83 3.80 -0.33  0.269
H9 3.35 3.09 -1.88  0.132
H10 -6.78 -1.27 -0.32  0.207
H11 -5.03 -9.64 -3.56  0.325
H12 -5.93 -3.86 -2.98  0.306
H13 1.82 -0.22 5.24  0.354
H14 0.93 2.83 2.40  0.095
H15 -6.10 -8.13 -5.48  0.323
H16 5.92 -3.16 -2.77  0.299
H17 5.88 -2.18 -4.24  0.304
H18 -5.44 -4.66 -1.49  0.314
H19 -4.48 -7.66 -6.01  0.321
H20 -3.92 -8.83 -2.43  0.287
H21 5.91 2.64 7.39  0.314
H22 2.04 1.57 1.87  -0.263
H23 -3.90 0.52 -0.81  0.598
H24 -7.49 2.64 -0.97  0.387
H25 -7.53 -2.23 -1.61  0.303
H26 4.06 1.32 1.62  -0.030
H27 -3.41 -9.16 -4.10  0.327
H28 4.28 3.64 4.10  0.218
H29 -4.22 -3.89 -2.51  0.308
H30 -5.73 4.08 0.55  0.387
H31 6.72 1.24 6.65  0.313
H32 -0.43 5.59 -1.15  0.207
H33 4.95 2.71 0.93  0.295
H34 4.72 0.25 -1.53  -0.070
H35 4.22 -0.48 -3.07  0.347
H36 4.27 -1.46 -1.59  0.334
H37 0.33 1.20 2.04  0.349
H38 4.97 1.22 6.95  0.292
H39 1.85 5.32 -0.85  0.189
H40 0.06 3.58 0.79  -0.595
H41 -1.37 4.64 0.72  0.601
H42 -7.05 -3.02 -0.10  0.352
H43 5.39 1.06 0.49  0.324
H44 1.62 4.30 -2.28  0.333


3.
C24H45ClF6N2O8S3 | the ωB97M-V functional and the def2-TZVPD basis

The total energy is -106303.9735 eV. The orbital gap comes out at 5.779 eV. Its net charge is 0. Its spin multiplicity is 1.

Each line ends with the Mulliken charge.
Geometry (Å):
Cl1 1.80 8.02 3.44  -0.155
S1 -1.92 7.47 -2.01  -0.169
S2 -4.07 -7.67 -2.58  0.981
S3 -6.45 -8.35 -1.42  0.997
F1 -2.15 -7.75 -0.76  -0.250
F2 -1.47 -7.61 -2.80  -0.223
F3 -7.97 -9.55 0.33  -0.225
F4 -2.23 -9.48 -2.04  -0.239
F5 -6.20 -10.66 -0.17  -0.237
F6 -6.07 -8.94 1.13  -0.237
O1 2.91 1.46 5.17  -0.459
O2 2.00 1.19 4.10  -0.148
O3 -4.07 -6.23 -2.46  -0.674
O4 -7.13 -9.02 -2.48  -0.642
O5 -1.06 -4.80 -5.10  -0.396
O6 -6.98 -7.07 -1.00  -0.647
O7 -4.17 -8.20 -3.90  -0.660
O8 2.23 3.37 1.27  -0.453
N1 1.30 5.13 2.94  -0.226
N2 -4.87 -8.44 -1.46  -0.299
C1 -0.99 6.35 -0.94  -0.774
C2 2.49 -2.59 -0.81  -0.959
C3 0.92 5.45 1.53  0.903
C4 1.63 -3.60 -2.98  -0.731
C5 2.72 5.46 3.31  -0.678
C6 -2.46 -4.84 -5.30  -0.562
C7 0.98 -0.60 1.56  -0.887
C8 2.13 -2.32 -2.27  -0.439
C9 3.71 7.17 1.64  -1.233
C10 2.84 -1.33 -0.02  -1.016
C11 -2.39 -8.16 -2.00  0.667
C12 0.01 0.50 2.05  -1.594
C13 -0.62 5.51 1.43  -0.921
C14 -1.10 6.67 0.55  -0.878
C15 -0.71 -4.10 -3.92  -0.147
C16 3.13 6.91 3.03  0.177
C17 1.62 -0.40 0.20  0.063
C18 0.96 3.70 3.31  -1.567
C19 0.29 1.93 1.60  -1.144
C20 2.51 1.80 2.92  -1.867
C21 0.60 -3.33 -4.09  -0.689
C22 1.46 2.69 2.26  3.087
C23 -6.68 -9.44 0.05  0.666
C24 1.56 4.40 0.59  -1.716
H1 3.61 -0.79 -0.57  0.430
H2 1.75 -0.78 2.31  0.527
H3 -1.02 4.58 1.02  0.306
H4 0.40 1.96 0.51  0.461
H5 1.02 -3.62 -5.06  0.361
H6 0.39 -1.52 1.52  0.399
H7 0.90 -0.58 -0.60  0.397
H8 0.04 6.46 -1.27  0.240
H9 1.18 -4.22 -2.20  0.421
H10 2.49 -4.12 -3.38  0.366
H11 -3.13 6.94 -1.83  0.142
H12 -1.07 5.63 2.42  0.453
H13 3.91 7.12 3.76  0.528
H14 1.69 -3.14 -0.31  0.354
H15 3.01 -1.91 -2.78  0.156
H16 -0.50 7.56 0.75  0.342
H17 0.37 -2.26 -4.13  0.351
H18 1.43 3.54 4.28  0.358
H19 4.62 7.76 1.70  0.373
H20 2.31 1.73 5.88  0.324
H21 1.34 -1.57 -2.33  0.351
H22 3.37 -3.24 -0.82  0.332
H23 0.80 4.02 -0.10  0.467
H24 3.01 7.68 0.98  0.392
H25 1.97 0.63 0.07  0.095
H26 -1.52 -3.40 -3.67  0.321
H27 3.27 -1.60 0.95  0.458
H28 2.80 5.28 4.38  0.402
H29 2.86 1.04 2.22  0.483
H30 -0.63 -4.81 -3.10  0.082
H31 1.27 6.44 1.27  0.592
H32 3.37 4.75 2.82  0.339
H33 -1.28 5.31 -1.14  0.315
H34 2.31 4.89 -0.03  0.485
H35 -0.63 2.49 1.80  0.334
H36 -0.08 0.43 3.13  0.237
H37 3.98 6.23 1.16  0.234
H38 -0.11 3.67 3.46  0.301
H39 -2.79 -3.96 -5.86  0.286
H40 -3.01 -4.92 -4.36  0.220
H41 -2.14 6.91 0.78  0.552
H42 -0.98 0.26 1.66  0.604
H43 0.71 5.71 3.54  0.582
H44 3.37 2.41 3.18  0.604
H45 -2.70 -5.72 -5.89  0.243


| no. | strongest force on any atom (Eh/bohr) |
| --- | --- |
| 1 | 0.1361 |
| 2 | 0.0134 |
| 3 | 0.0233 |